Entry from the Open Molecules 2025 dataset: one molecule with the formula C2H4FNO3 (ωB97M-V/def2-TZVPD).

Cartesian coordinates (Å):
C  1.4084  -0.3980  0.1030
C  -0.0560  0.3808  0.1658
O  -0.1244  1.5234  -0.5271
F  -0.3576  0.4236  1.5583
N  -1.2751  -0.4455  -0.2463
O  -1.6128  -1.3683  0.4535
O  -1.9954  0.1007  -1.0893
H  2.1765  0.2023  0.6056
H  1.2624  -1.4702  0.5025
H  1.6970  -0.7424  -0.8865
H  -1.1230  1.7935  -0.6394

The LUMO energy comes out at -0.43 eV. Its HOMO energy is -11.51 eV. The HOMO-LUMO gap is 11.09 eV.

***

Entry from the Open Molecules 2025 dataset: a 8-piece molecular cluster, C7H28BrN14O7 overall (ωB97M-V/def2-TZVPD).

Cartesian coordinates (Å):
Br  -16.2275  -31.6990  -14.6328
C  -17.2862  -28.8501  -11.8184
O  -16.7098  -28.1413  -12.6275
N  -17.5288  -30.1465  -11.8644
N  -17.6121  -28.3072  -10.6812
H  -17.0590  -30.6402  -12.6097
H  -18.0293  -30.6542  -11.1489
H  -17.4358  -27.3216  -10.5480
H  -18.2061  -28.7448  -9.9914
C  -15.4752  -33.9240  -10.6377
O  -15.5394  -34.1635  -9.4108
N  -16.3280  -33.1492  -11.2414
N  -14.5254  -34.2744  -11.4494
H  -17.1052  -32.7838  -10.7099
H  -16.3975  -33.1484  -12.2490
H  -13.9319  -34.9438  -10.9806
H  -14.3252  -33.7557  -12.2926
C  -18.6701  -35.2726  -14.3317
O  -19.5853  -34.7646  -14.9254
N  -17.4682  -34.7340  -14.1355
N  -18.6636  -36.4431  -13.7779
H  -16.7046  -35.2550  -13.7284
H  -17.3836  -33.7741  -14.4381
H  -19.3057  -37.1456  -14.1159
H  -17.9744  -36.7454  -13.1043
C  -13.9573  -32.8822  -18.0395
O  -13.3965  -33.1885  -19.0796
N  -15.0769  -33.3244  -17.6608
N  -13.4873  -32.1097  -17.1380
H  -15.6669  -33.9286  -18.2148
H  -15.3346  -32.9982  -16.7403
H  -12.5283  -31.7930  -17.1465
H  -14.0860  -31.9426  -16.3419
C  -18.4797  -28.4364  -16.1044
O  -18.9880  -28.3762  -15.0392
N  -18.6282  -27.5253  -17.0392
N  -17.7479  -29.3792  -16.4842
H  -19.2685  -26.7792  -16.8081
H  -18.1496  -27.6275  -17.9227
H  -17.5456  -29.4133  -17.4732
H  -17.3565  -30.0459  -15.8344
C  -20.4298  -31.3822  -13.1380
O  -21.4180  -31.8531  -12.6945
N  -20.1298  -30.1395  -12.9647
N  -19.7335  -31.9534  -14.0169
H  -20.4949  -29.8331  -12.0742
H  -19.2783  -29.7515  -13.3448
H  -20.0272  -32.8787  -14.2956
H  -18.9382  -31.4666  -14.4050
C  -11.9116  -31.6536  -14.0456
O  -11.9193  -30.4327  -14.2376
N  -12.9485  -32.4589  -13.8666
N  -10.8049  -32.3505  -14.0263
H  -12.7665  -33.4429  -14.0038
H  -13.8013  -32.0114  -14.1707
H  -10.6822  -33.3265  -13.7974
H  -9.9983  -31.7556  -14.1512

Its total charge is -1. The LUMO energy comes out at 2.13 eV. Its HOMO energy is -6.34 eV. The HOMO-LUMO gap is 8.47 eV.

***

> Look up the HOMO-LUMO gap of the second one.

8.47 eV

***

Copy entry 1 word for word.
Entry from the Open Molecules 2025 dataset: one molecule with the formula C2H4FNO3 (ωB97M-V/def2-TZVPD).

Cartesian coordinates (Å):
C  1.4084  -0.3980  0.1030
C  -0.0560  0.3808  0.1658
O  -0.1244  1.5234  -0.5271
F  -0.3576  0.4236  1.5583
N  -1.2751  -0.4455  -0.2463
O  -1.6128  -1.3683  0.4535
O  -1.9954  0.1007  -1.0893
H  2.1765  0.2023  0.6056
H  1.2624  -1.4702  0.5025
H  1.6970  -0.7424  -0.8865
H  -1.1230  1.7935  -0.6394

The LUMO energy comes out at -0.43 eV. Its HOMO energy is -11.51 eV. The HOMO-LUMO gap is 11.09 eV.